Record 1
The following is a quantum chemistry calculation of C32H46AuGeO6P2S3Sb as an isolated structure at a distorted geometry, from OMol25.

Geometry as XYZ:
```
92
Properties=species:S:1:pos:R:3:lowdin_spin:R:1
Au 1.12 0.78 -0.92 0.144
Sb 2.35 -0.62 -3.72 0.006
Ge -1.56 3.19 -1.01 0.092
S 0.59 -1.34 -2.15 -0.026
S 1.14 -0.94 -5.68 -0.007
S 2.02 1.69 -3.05 -0.118
P 0.51 -1.57 1.54 0.001
P 2.36 -2.09 -0.62 0.001
O -1.06 -1.88 1.74 0.000
O 1.18 -2.01 2.92 0.001
O 2.90 -0.71 -0.72 0.014
O 0.84 -0.16 1.33 0.016
O 3.25 -2.70 0.67 0.001
O 3.00 -2.94 -1.82 0.002
C -1.47 6.16 -1.36 0.003
C 3.25 -5.28 -1.14 0.000
C -1.96 -0.80 2.04 0.001
C -3.71 0.95 -4.63 0.000
C -2.51 2.24 -2.47 0.006
C -2.50 4.59 2.84 0.000
C 1.41 -4.58 -2.71 -0.001
C -1.76 1.48 -3.35 0.000
C -2.34 0.84 -4.43 0.000
C -4.47 1.71 -3.76 0.000
C 0.37 -2.97 4.96 0.000
C 4.26 -1.08 2.13 0.000
C 5.42 -3.23 1.49 0.000
C -4.49 3.47 2.13 0.000
C -3.79 4.16 3.10 0.001
C -1.10 7.34 -1.98 0.001
C -3.91 3.22 0.90 0.001
C -2.51 -0.21 0.75 0.012
C -2.63 3.66 0.61 0.005
C 0.88 -2.81 0.27 -0.001
C -1.02 4.94 -1.83 0.027
C -3.87 2.36 -2.70 0.000
C 2.82 -4.30 -2.22 0.000
C 0.85 -3.25 3.54 0.000
C -1.94 4.34 1.60 0.003
C -3.07 -1.39 2.92 0.000
C 0.19 6.08 -3.57 0.001
C -0.18 4.91 -2.94 0.004
C -0.07 2.27 -0.27 0.742
C 4.49 -2.11 1.03 0.000
C 2.08 -4.15 3.52 0.000
C -0.27 7.30 -3.09 0.001
H 0.84 6.05 -4.44 0.000
H 3.51 -4.38 -3.08 0.000
H 4.92 -1.61 0.15 0.000
H -5.54 1.79 -3.92 0.000
H -0.69 1.38 -3.21 -0.001
H 2.51 -4.17 2.52 0.000
H 2.83 -3.74 4.20 0.000
H -4.24 4.34 4.07 0.000
H -4.47 2.98 -2.04 0.000
H 1.16 -2.47 5.52 0.000
H 4.96 -3.78 2.31 0.000
H 1.39 -5.50 -3.27 0.000
H 1.15 -3.75 0.72 0.000
H -0.93 4.69 1.39 0.002
H 0.08 2.42 0.79 0.052
H 0.20 3.96 -3.30 0.000
H 3.80 -1.56 2.99 0.000
H 2.63 -5.17 -0.26 0.000
H -4.18 0.45 -5.47 0.000
H -2.65 -1.80 3.83 0.000
H 3.15 -6.30 -1.52 0.000
H 3.59 -0.32 1.76 0.000
H -3.02 -0.97 0.16 0.001
H -3.57 -2.19 2.37 0.000
H 1.07 -3.76 -3.35 -0.001
H -3.79 -0.63 3.17 0.000
H -0.49 -2.31 4.92 0.000
H 4.28 -5.10 -0.86 0.000
H 0.01 -2.92 -0.38 -0.001
H -1.73 0.25 -5.10 0.000
H -1.45 8.29 -1.61 0.000
H 5.21 -0.63 2.42 0.000
H -1.70 0.20 0.16 0.012
H 0.04 -3.72 2.97 0.000
H 0.01 8.22 -3.59 0.000
H -4.47 2.68 0.14 0.000
H 6.36 -2.81 1.84 0.000
H 0.10 -3.90 5.45 0.000
H -5.50 3.12 2.34 0.000
H 1.82 -5.16 3.83 0.000
H -1.94 5.11 3.60 0.000
H -1.41 -0.02 2.58 0.000
H -3.21 0.58 0.99 0.000
H 5.63 -3.92 0.68 0.000
H 0.73 -4.65 -1.86 0.000
H -2.12 6.19 -0.49 0.000
```

Values from the calculation:
LUMO level (spin up / spin down) in hartree: 0.0359 / 0.0418
Relative energy (zero: lowest compared OMol25 entry of this formula, charge and spin) in kcal/mol: 53.64
Spin multiplicity: 2
Charge: -1
Expectation value of S²: 0.889
HOMO energy (spin up / spin down) in hartree: -0.1414 / -0.1422

=====

Record 2
The following is a quantum chemistry calculation of C20H39BrCdNO4PS3 as an isolated structure, from OMol25.

Geometry as XYZ:
```
70
Properties=species:S:1:pos:R:3:lowdin_charge:R:1
Cd -0.16 0.41 -2.14 1.094
Br -2.16 1.62 -3.24 -0.273
S -6.18 -1.01 -2.13 0.807
S -2.88 -2.72 -2.21 0.916
S -3.17 -0.12 0.19 0.858
P 1.68 1.11 0.69 0.740
O 0.76 -3.64 -2.24 0.002
O 1.21 -0.43 -3.66 -0.226
O 1.96 -2.40 -4.42 -0.009
O -0.41 -1.77 -1.87 -0.323
N 0.73 1.37 -0.48 -0.399
C 3.95 2.44 -0.23 -0.113
C 1.31 -1.72 -3.63 -0.631
C 0.71 1.01 2.33 -0.586
C 1.81 -1.65 0.81 -0.094
C 3.93 -0.56 1.54 -0.097
C -5.45 -2.28 -3.20 -0.566
C -3.73 -1.85 0.34 -0.515
C -4.83 0.24 -2.07 -0.620
C -0.50 0.08 2.08 -0.151
C 2.10 3.86 0.50 -0.123
C -4.55 0.71 -0.64 -0.572
C -2.80 -2.81 -0.40 -0.528
C 3.60 2.80 2.22 -0.102
C 2.89 2.59 0.88 -0.592
C 1.43 0.57 3.61 -0.099
C -4.59 -3.31 -2.47 -0.541
C 3.24 -0.58 -0.88 -0.094
C 0.10 2.41 2.55 -0.115
C 0.50 -2.47 -2.48 -0.621
C 2.74 -0.45 0.58 -0.590
H 2.31 -2.57 0.48 0.086
H 3.43 -1.63 -1.12 0.089
H -3.74 -2.10 1.40 0.060
H 4.17 1.93 2.53 0.057
H 1.74 -0.48 3.56 0.057
H 4.30 3.64 2.12 0.077
H 4.70 1.68 -0.01 0.050
H 3.47 2.19 -1.18 0.081
H 0.74 0.67 4.46 0.079
H -1.75 -2.57 -0.21 0.046
H 4.37 -1.55 1.44 0.083
H 4.16 -0.03 -1.07 0.058
H -6.30 -2.77 -3.69 0.051
H -0.28 -0.97 2.28 0.060
H 1.52 4.27 1.34 0.052
H -2.98 -3.84 -0.09 0.072
H 2.80 4.64 0.17 0.068
H 0.89 -1.57 0.21 0.061
H -4.74 -1.90 -0.04 0.023
H 1.41 3.64 -0.31 0.056
H -4.51 -4.22 -3.08 0.055
H -1.34 0.36 2.73 0.066
H -4.87 -1.77 -3.96 0.070
H -4.21 1.75 -0.67 0.051
H -0.71 2.35 3.28 0.073
H -0.31 2.78 1.61 0.076
H 2.90 3.06 3.02 0.052
H 2.49 -0.22 -1.59 0.036
H 3.63 -0.43 2.58 0.052
H 2.31 1.18 3.82 0.051
H -0.84 0.17 1.05 -0.020
H 4.47 3.39 -0.36 0.071
H -5.13 1.08 -2.69 0.041
H -5.04 -3.59 -1.51 0.062
H 0.84 3.13 2.92 0.048
H -3.94 -0.21 -2.50 -0.049
H -5.43 0.65 -0.01 0.054
H 4.71 0.18 1.32 0.052
H 1.54 -1.77 1.86 0.054
```

Values from the calculation:
LUMO level in hartree: 0.1516
Relative energy (zero: lowest compared OMol25 entry of this formula, charge and spin) in kcal/mol: 4.83
Spin multiplicity: 1
Charge: -2
HOMO energy in hartree: -0.0806

=====

Record 3
The following is a quantum chemistry calculation of one molecule with the formula CH5BS at a distorted geometry, from OMol25.

Geometry as XYZ:
```
8
Properties=species:S:1:pos:R:3:lowdin_spin:R:1
S 1.40 0.07 -0.02 1.059
C -0.31 -0.65 0.24 0.234
B -0.48 0.88 0.18 0.259
H 1.83 -0.03 -1.40 0.343
H -0.46 1.34 1.27 0.017
H -0.85 1.20 -1.01 0.031
H -0.78 -1.64 -0.48 0.022
H -0.35 -1.17 1.21 0.036
```

Values from the calculation:
LUMO level (spin up / spin down) in hartree: 0.0189 / -0.1605
Relative energy (zero: lowest compared OMol25 entry of this formula, charge and spin) in kcal/mol: 62.97
Spin multiplicity: 3
Charge: 0
Expectation value of S²: 2.006
HOMO energy (spin up / spin down) in hartree: -0.1781 / -0.4225

=====

Which value of relative energy (zero: lowest compared OMol25 entry of this formula, charge and spin) does entry 2 give?
4.83 kcal/mol

=====

Which of these has the lowest relative energy (zero: lowest compared OMol25 entry of this formula, charge and spin)?
C20H39BrCdNO4PS3

=====

Which of these has the lowest charge?
C20H39BrCdNO4PS3